(1)
The following is a DFT calculation (ωB97M-V/def2-TZVPD) of a structure of composition C5H10NO2.

## Properties
multiplicity = 2
LUMO (alpha / beta) = 0.2537 / 0.2523 hartree
gap between HOMO and LUMO (alpha / beta) = 4.037 / 6.140 eV
total charge = -2
<S²> = 0.756

Atoms and positions in Å:
O1 -3.308 0.899 -0.723
C1 -2.704 0.105 0.038
O2 -3.213 -0.818 0.715
C2 -1.192 0.384 0.258
C3 -0.324 -0.784 0.778
C4 1.152 -0.698 0.995
C5 1.983 -0.446 -0.363
N1 3.011 0.474 -0.552
H1 -1.097 1.258 0.926
H2 -0.694 0.642 -0.683
H3 -0.504 -1.614 0.055
H4 -0.958 -1.209 1.604
H5 1.538 0.206 1.494
H6 1.456 -1.630 1.504
H7 0.390 1.667 -2.005
H8 1.705 -1.216 -1.108
H9 0.810 1.888 -2.603
H10 1.949 0.893 -0.331

(2)
The following is a DFT calculation (ωB97M-V/def2-TZVPD) of a structure of composition C28H32FN3OSiY.

## Properties
multiplicity = 1
LUMO = -0.1085 hartree
gap between HOMO and LUMO = 7.184 eV
total charge = +1

Atoms and positions in Å:
Y1 -0.332 -0.622 -0.178
C1 -2.355 3.381 0.864
C2 -3.147 2.980 1.931
C3 -3.332 1.629 2.183
C4 -2.704 0.667 1.387
C5 -1.863 1.044 0.323
C6 -1.724 2.415 0.090
C7 -2.989 -0.782 1.620
C8 -4.201 -1.151 2.264
C9 -4.500 -2.458 2.441
C10 -3.585 -3.453 2.028
C11 -3.827 -4.831 2.241
C12 -2.901 -5.764 1.881
C13 -1.687 -5.339 1.298
C14 -1.448 -4.014 1.067
C15 -2.400 -3.035 1.407
N1 -2.131 -1.694 1.169
H1 -2.230 4.433 0.643
H2 -3.632 3.715 2.560
H3 -3.957 1.338 3.017
H4 -1.094 2.749 -0.729
H5 -4.897 -0.384 2.564
H6 -5.435 -2.752 2.903
H7 -4.760 -5.118 2.710
H8 -3.091 -6.814 2.050
H9 -0.929 -6.065 1.037
H10 -0.507 -3.721 0.635
C16 2.401 -3.671 -3.028
Si1 1.378 -2.975 -1.662
C17 1.922 -3.716 -0.041
C18 -0.407 -3.407 -2.022
N2 1.373 -1.251 -1.523
C19 2.326 -0.340 -1.974
C20 3.567 -0.582 -2.573
C21 4.375 0.469 -2.997
C22 3.991 1.795 -2.849
C23 2.763 2.076 -2.255
C24 2.012 1.005 -1.850
F1 0.767 1.251 -1.257
H11 2.073 -4.703 -3.191
H12 3.466 -3.700 -2.797
H13 2.264 -3.129 -3.964
H14 1.697 -4.779 0.073
H15 1.545 -3.211 0.854
H16 3.011 -3.600 0.008
H17 -0.668 -4.454 -1.864
H18 -0.564 -3.167 -3.080
H19 -1.211 -2.861 -1.499
H20 3.913 -1.594 -2.707
H21 5.326 0.236 -3.457
H22 4.622 2.602 -3.191
H23 2.388 3.081 -2.119
C25 3.446 1.399 3.646
N3 2.385 1.214 2.651
C26 2.115 2.303 1.706
C27 1.761 0.059 2.495
C28 2.010 -1.098 3.407
O1 0.962 -0.105 1.532
H24 3.784 2.429 3.574
H25 4.292 0.743 3.445
H26 3.078 1.232 4.656
H27 2.356 3.242 2.198
H28 1.063 2.309 1.437
H29 2.722 2.190 0.807
H30 2.555 -0.852 4.311
H31 2.571 -1.845 2.840
H32 1.047 -1.537 3.663

(3)
The following is a DFT calculation (ωB97M-V/def2-TZVPD) of a structure of composition C29H36InN8.

## Properties
multiplicity = 1
LUMO (alpha / beta) = 0.0855 / 0.0861 hartree
gap between HOMO and LUMO (alpha / beta) = 2.932 / 2.782 eV
total charge = -1

Atoms and positions in Å:
In1 -0.021 0.085 0.538
N1 -1.143 -1.844 2.732
N2 -0.225 -2.034 -0.699
C1 1.268 1.813 0.048
C2 2.160 0.654 0.373
C3 1.909 0.256 1.761
C4 2.546 -0.837 2.509
H1 3.095 -1.504 1.841
H2 1.839 -1.449 3.073
H3 3.258 -0.395 3.219
C5 0.824 1.138 2.316
C6 0.276 1.060 3.676
H4 0.829 1.682 4.346
H5 0.320 0.023 4.062
H6 -0.790 1.362 3.688
C7 0.443 2.102 1.251
C8 -0.521 3.191 1.390
H7 -1.339 2.929 2.077
H8 -0.969 3.463 0.424
H9 -0.012 4.080 1.792
C9 3.148 0.057 -0.527
H10 4.138 0.043 -0.046
H11 3.233 0.638 -1.453
H12 2.899 -0.983 -0.804
C10 1.266 2.582 -1.197
H13 0.247 2.782 -1.565
H14 1.803 2.059 -2.000
H15 1.762 3.552 -1.034
C11 -2.050 -2.307 3.638
H16 -2.261 -1.668 4.472
C12 -2.683 -3.539 3.475
H17 -3.414 -3.865 4.228
C13 -2.370 -4.319 2.364
H18 -2.854 -5.292 2.209
C14 -1.439 -3.843 1.448
H19 -1.184 -4.427 0.551
C15 -0.833 -2.613 1.634
C16 0.114 -2.037 0.709
H20 1.148 -2.322 0.875
C17 -0.196 -0.763 -1.208
C18 -0.458 -2.916 -1.765
H21 -0.541 -3.996 -1.613
C19 -0.557 -2.158 -2.874
H22 -0.751 -2.420 -3.911
N3 -0.379 -0.821 -2.496
C20 -0.331 0.306 -3.397
C21 0.889 0.608 -4.039
C22 0.930 1.731 -4.886
H23 1.874 1.984 -5.378
C23 -0.198 2.536 -5.097
C24 -0.140 3.729 -6.029
H24 -0.181 4.678 -5.469
H25 -0.993 3.724 -6.725
H26 0.781 3.723 -6.629
C25 -1.392 2.203 -4.439
H27 -2.282 2.822 -4.589
C26 -1.484 1.093 -3.585
C27 -2.770 0.780 -2.861
H28 -3.194 -0.187 -3.173
H29 -3.520 1.567 -3.046
H30 -2.601 0.713 -1.776
C28 2.127 -0.227 -3.817
H31 2.270 -0.969 -4.620
H32 2.076 -0.784 -2.871
H33 3.027 0.412 -3.798
N4 -0.333 -1.461 6.499
N5 -0.513 -1.163 5.151
N6 -1.541 -0.082 4.683
C29 -1.697 0.004 3.138
N7 0.138 -0.780 2.571
N8 0.342 -1.732 4.158
H34 -0.866 -0.976 7.233
H35 0.414 -2.110 6.785
H36 -2.371 0.660 2.482

(4)
The following is a DFT calculation (ωB97M-V/def2-TZVPD) of a structure of composition C35H32BN5O2SmTe.

## Properties
multiplicity = 6
LUMO (alpha / beta) = -0.1213 / -0.1201 hartree
gap between HOMO and LUMO (alpha / beta) = 7.602 / 7.667 eV
total charge = +1
<S²> = 8.759

Atoms and positions in Å:
Sm1 0.374 1.123 1.386
C1 -0.510 -0.178 -5.229
C2 -0.186 -0.024 -3.775
C3 0.669 0.979 -3.347
C4 1.040 1.092 -2.008
C5 1.536 2.328 -1.436
O1 1.244 2.619 -0.253
C6 2.208 3.281 -2.325
C7 1.849 4.627 -2.292
C8 2.409 5.506 -3.198
C9 3.346 5.057 -4.114
C10 3.741 3.728 -4.118
C11 3.164 2.834 -3.239
C12 0.647 0.076 -1.073
O2 1.293 -0.079 0.023
C13 -0.481 -0.724 -1.456
C14 -0.815 -0.803 -2.808
C15 -1.314 -1.310 -0.422
N1 -1.266 -0.823 0.779
C16 -2.061 -1.481 1.805
C17 -1.419 -1.341 3.182
Te1 0.776 -1.382 3.161
C18 1.081 -2.983 1.757
C19 0.350 -4.162 1.823
C20 0.630 -5.198 0.946
C21 1.647 -5.067 0.016
C22 2.379 -3.892 -0.044
C23 2.106 -2.854 0.829
C24 -2.274 -2.355 -0.856
C25 -1.873 -3.675 -1.023
C26 -2.771 -4.619 -1.491
C27 -4.063 -4.248 -1.824
C28 -4.460 -2.930 -1.673
C29 -3.577 -1.987 -1.178
H1 -0.220 0.710 -5.786
H2 -1.571 -0.362 -5.384
H3 0.038 -1.027 -5.640
H4 1.005 1.731 -4.044
H5 1.107 4.959 -1.583
H6 2.106 6.540 -3.203
H7 3.768 5.742 -4.831
H8 4.484 3.386 -4.821
H9 3.462 1.796 -3.240
H10 -1.619 -1.459 -3.110
H11 -2.195 -2.544 1.563
H12 -3.060 -1.021 1.837
H13 -1.794 -2.116 3.848
H14 -1.645 -0.371 3.627
H15 -0.435 -4.283 2.557
H16 0.054 -6.110 0.993
H17 1.871 -5.878 -0.660
H18 3.166 -3.779 -0.774
H19 2.687 -1.942 0.779
H20 -0.859 -3.956 -0.786
H21 -2.450 -5.642 -1.607
H22 -4.753 -4.979 -2.215
H23 -5.459 -2.629 -1.947
H24 -3.887 -0.957 -1.070
B1 -0.049 2.203 4.708
N2 1.289 1.958 3.942
C30 2.342 1.345 4.495
C31 3.406 1.412 3.608
C32 2.902 2.104 2.511
N3 1.621 2.454 2.740
N4 -1.239 2.529 3.764
C33 -2.328 3.161 4.200
C34 -3.282 3.157 3.196
C35 -2.671 2.486 2.149
N5 -1.432 2.095 2.501
H25 -0.306 1.188 5.294
H26 0.108 3.137 5.417
H27 2.295 0.932 5.484
H28 4.398 1.036 3.754
H29 3.420 2.447 1.623
H30 -2.371 3.571 5.189
H31 -4.266 3.574 3.229
H32 -3.059 2.268 1.167

(5)
The following is a DFT calculation (ωB97M-V/def2-TZVPD) of a cluster of 2 separate species, C28H37N4 in total.

## Properties
multiplicity = 1
LUMO = -0.1385 hartree
gap between HOMO and LUMO = 5.978 eV
total charge = +1

Atoms and positions in Å:
C1 4.907 3.483 -0.081
C2 3.447 3.250 0.294
C3 2.915 1.816 0.097
C4 2.323 1.620 -1.292
N1 1.212 0.974 -1.425
C5 0.398 1.229 -2.631
C6 1.036 2.245 -3.554
C7 2.531 2.014 -3.640
N2 3.073 2.207 -2.303
C8 4.537 2.127 -2.219
C9 5.235 3.325 -1.565
H1 5.180 4.502 0.219
H2 5.556 2.813 0.500
H3 3.327 3.507 1.353
H4 2.805 3.951 -0.260
H5 3.702 1.060 0.253
H6 2.096 1.617 0.806
H7 0.204 0.269 -3.134
H8 -0.576 1.611 -2.277
H9 0.621 2.190 -4.562
H10 0.788 3.240 -3.145
H11 2.761 0.982 -3.949
H12 3.014 2.690 -4.354
H13 4.819 1.213 -1.670
H14 4.925 2.031 -3.243
H15 5.032 4.258 -2.125
H16 6.320 3.149 -1.652
C10 1.596 -3.630 5.330
N3 1.857 -2.715 4.251
C11 3.229 -2.345 3.966
C12 3.127 -1.461 2.715
C13 1.662 -1.431 2.378
C14 0.974 -2.159 3.385
C15 -0.428 -2.268 3.387
C16 -1.149 -1.573 2.439
C17 -0.495 -0.968 1.304
C18 -1.155 -0.501 0.140
C19 -2.491 -0.835 -0.235
C20 -3.193 -0.018 -1.192
C21 -4.530 -0.218 -1.464
C22 -5.224 -1.253 -0.786
N4 -6.530 -1.264 -1.160
C23 -7.602 -2.081 -0.660
C24 -6.829 -0.287 -2.187
C25 -5.490 0.421 -2.428
C26 -4.569 -2.100 0.124
C27 -3.206 -1.968 0.299
C28 0.939 -0.858 1.353
H17 0.560 -3.980 5.293
H18 2.282 -4.489 5.234
H19 1.795 -3.154 6.305
H20 3.669 -1.819 4.824
H21 3.836 -3.251 3.831
H22 3.548 -0.475 2.936
H23 3.736 -1.890 1.919
H24 -0.900 -2.871 4.160
H25 -2.231 -1.497 2.548
H26 -0.577 0.170 -0.508
H27 -2.651 0.807 -1.670
H28 -7.276 -2.656 0.213
H29 -8.445 -1.426 -0.381
H30 -7.966 -2.767 -1.445
H31 -7.216 -0.785 -3.085
H32 -7.634 0.377 -1.844
H33 -5.611 1.490 -2.261
H34 -5.201 0.295 -3.475
H35 -5.155 -2.857 0.639
H36 -2.667 -2.735 0.854
H37 1.425 -0.350 0.512

(6)
The following is a DFT calculation (ωB97M-V/def2-TZVPD) of an isolated molecule of C4H6ClF.

## Properties
multiplicity = 1
LUMO = 0.0322 hartree
SMILES string = CC(C)=C(F)Cl
gap between HOMO and LUMO = 9.275 eV

Atoms and positions in Å:
C1 -0.047 0.166 0.064
C2 0.169 1.362 0.804
C3 0.464 -0.050 -1.299
C4 -0.796 -0.982 0.676
F1 -0.249 1.381 2.044
Cl1 1.070 2.629 0.297
H1 1.191 -0.862 -1.189
H2 1.149 0.891 -1.645
H3 -0.240 -0.388 -2.144
H4 0.061 -1.718 0.908
H5 -1.388 -1.585 -0.117
H6 -1.384 -0.845 1.602

Record order is preserved below.
Maximum force: 3.3 0.8 8.4 2.8 1.4 7.1 eV Å⁻¹